Entry from the Open Molecules 2025 dataset: C25H24BCaClN10O9 as an isolated structure at a distorted geometry (ωB97M-V/def2-TZVPD).

The geometry in XYZ format:
```
71
Properties=species:S:1:pos:R:3:forces:R:3
Ca 8.59477 13.29096 8.19376 1.807 1.450 0.156
Cl 5.04513 16.18753 5.45515 -0.295 0.633 0.396
O 7.39537 13.27156 6.30357 -0.886 1.599 -0.716
O 10.27630 7.52071 5.65259 -1.232 2.088 0.616
O 7.84316 15.38407 6.94562 -1.490 -1.363 -1.248
O 7.72932 6.50710 10.92608 0.665 -1.340 -0.644
O 5.54108 10.67573 9.62184 -0.968 -0.566 0.488
O 7.20564 12.17054 9.38007 -0.855 -2.299 0.487
O 9.25593 5.48674 9.71773 -1.358 1.074 -0.135
O 9.35321 9.40373 5.05520 0.042 -0.643 1.275
O 9.18770 10.93220 7.44580 -0.460 0.478 -0.320
N 13.65458 16.67576 8.46197 0.903 -0.637 1.611
N 9.56844 8.54322 5.91030 1.921 -0.715 -4.156
N 10.75554 13.36097 9.81870 -0.546 1.394 0.168
N 8.95068 15.46448 9.60648 0.095 0.882 0.016
N 11.08831 15.36370 7.26835 0.141 -0.210 -0.133
N 10.72332 14.09860 6.87825 0.685 -0.229 -1.837
N 12.45816 16.69882 9.10778 0.074 1.275 1.338
N 10.08127 16.28589 9.42506 -1.890 -1.750 -0.130
N 11.70932 14.36044 9.61018 -1.089 -2.003 -1.554
N 8.41386 6.37314 9.90718 0.067 -0.196 2.268
C 9.12322 7.45077 7.86954 -2.640 2.244 0.651
C 8.29200 7.49586 9.01406 1.092 -0.099 -0.406
C 8.30556 17.61352 9.62674 -1.658 -0.335 0.195
C 10.42450 11.28844 11.06878 -0.222 0.471 -1.040
C 7.86435 16.24331 9.75262 1.851 0.034 0.191
C 6.30070 15.03868 5.03334 0.115 -1.511 1.546
C 11.29004 12.43174 10.56539 0.864 -0.628 -0.014
C 7.52101 8.58545 9.42131 -1.829 1.196 1.148
C 8.92886 8.62396 7.15207 1.436 -1.425 0.942
C 11.20125 15.39940 5.01294 -0.656 -2.692 3.266
C 16.08512 16.91675 8.89915 0.280 -0.001 1.516
C 6.53622 15.56897 10.15784 1.229 -0.670 -0.509
C 9.67527 17.55502 9.41249 -1.095 1.388 0.084
C 7.55762 9.85297 8.80719 -0.202 -1.480 0.763
C 12.88814 13.85441 9.97938 0.268 -0.600 1.945
C 13.98305 17.33562 10.63612 1.450 -0.677 -0.996
C 10.71528 12.88880 4.56643 0.824 0.878 0.125
C 10.84010 14.06933 5.53110 0.520 1.533 -0.515
C 8.50760 9.95709 7.71894 0.864 -1.050 0.114
C 11.32914 16.12830 6.17146 -0.216 -0.041 -0.080
C 14.61251 16.99009 9.36010 -0.990 -0.342 -0.580
C 12.69113 12.69988 10.72491 -0.905 0.301 -0.906
C 6.66916 10.99152 9.35144 1.423 1.837 -0.739
C 12.63252 17.21544 10.43584 0.086 -0.496 -0.775
C 7.21922 14.55441 6.21479 1.087 -0.100 0.432
B 11.35588 15.62227 8.80418 -0.478 1.513 0.033
H 11.48030 15.61216 4.03123 0.093 0.572 -1.265
H 10.65388 10.31282 10.65265 0.421 -0.105 -0.372
H 9.35941 11.46157 10.82945 0.469 0.210 0.259
H 6.35982 14.59653 9.59783 0.269 1.235 0.499
H 7.61476 18.49550 9.64064 1.103 -0.868 0.068
H 16.59007 17.88940 9.07970 -0.308 -0.412 -0.423
H 13.45675 12.18955 11.26905 0.097 -0.375 0.084
H 11.66154 12.79780 3.95936 -0.650 0.016 0.906
H 5.71699 16.24438 9.95000 -0.280 0.024 0.210
H 6.93800 15.48574 4.32190 0.645 0.458 -0.935
H 16.16260 16.61158 7.85231 -0.232 0.267 0.163
H 5.76907 14.17470 4.64684 0.313 -0.050 -0.173
H 6.60439 15.26745 11.23072 -0.261 0.479 -0.730
H 16.73780 16.18662 9.48933 -1.192 0.684 -0.538
H 10.51547 11.95420 5.07242 -0.244 -0.191 -0.077
H 11.47601 17.18436 6.21141 0.475 0.376 0.530
H 6.80892 8.49176 10.32066 1.417 0.061 -1.605
H 13.84422 14.30089 9.86671 0.316 0.877 -0.298
H 9.67927 6.57681 7.57531 -0.018 0.210 -0.126
H 11.84631 17.56978 11.16206 0.675 -1.150 -1.251
H 10.55189 11.17084 12.11712 -0.071 0.050 1.061
H 10.29418 18.45065 9.29182 0.121 -0.824 -0.096
H 14.55190 17.40625 11.57409 -0.610 0.610 -0.498
H 9.97858 13.14505 3.80363 -0.373 -0.328 0.267
```
Positions in Å, forces in eV/Å.

Properties
- Energy: -3354.52724 Ha
- Net charge: -1
- Orbital gap (spin up / spin down): 6.466 / 4.262 eV
- Multiplicity: 2
- Max |F|: 4.6 eV/Å

Results of the Löwdin charge analysis, in e, for atoms 1 through 5: number 1, Ca, carries 1.395; number 2, Cl, carries 0.552; number 3, O, carries -0.207; number 4, O, carries 0.026; number 5, O, carries -0.089